Record 1
Formula: C56H56Cl6F8O3
Source: the OMol25 dataset
Level of theory: wB97M-V/def2-TZVPD

```
129
Properties=species:S:1:pos:R:3:forces:R:3
C 16.5736 16.8238 15.8447 -0.331 0.351 -0.504
Cl 18.2333 16.3220 16.1480 -0.188 0.197 0.590
Cl 15.3657 16.0042 16.8731 0.632 0.080 -0.336
Cl 16.2999 16.6035 14.1201 -0.510 -0.408 -0.302
H 16.4003 17.8960 15.9374 0.499 -0.222 0.707
C 7.5637 13.5722 16.4347 -0.512 -1.221 -0.276
Cl 7.8769 11.9429 17.1483 0.099 0.658 -0.122
Cl 7.0746 13.3454 14.7368 -0.011 0.143 0.277
Cl 8.9725 14.6044 16.5063 -0.093 0.078 0.294
H 6.7023 13.9479 16.9868 0.491 0.327 -0.132
F 8.5075 15.4377 10.0772 -1.154 0.405 0.016
C 9.3558 14.7320 10.8102 2.324 -0.867 0.915
C 10.4389 14.1611 10.1062 -1.387 0.862 0.391
C 11.4360 13.5708 10.8172 0.386 -0.789 2.175
C 11.3876 13.4974 12.2470 -0.552 0.816 -0.508
C 10.3252 14.1144 12.9662 1.717 -1.376 -1.794
C 9.3157 14.6815 12.2221 -0.936 1.008 -0.979
H 10.5154 14.2470 9.0324 -0.230 0.065 -0.077
H 12.2596 13.1417 10.2657 0.245 -0.079 0.191
H 12.1992 13.0359 12.7898 0.041 -0.125 -0.018
H 10.3167 14.1216 14.0461 -0.086 -0.049 -0.050
H 8.5345 15.1750 12.7812 -0.354 0.148 -0.296
F 11.4209 16.6600 14.7930 0.693 0.683 0.481
C 11.8753 17.5160 15.7619 -0.499 0.430 0.367
C 13.0534 18.2475 15.6224 -0.015 -1.104 -1.272
C 13.5031 19.0736 16.6113 -1.450 0.518 2.298
C 12.6945 19.2068 17.8004 0.668 0.367 -1.535
C 11.4778 18.5592 17.8884 1.217 -0.670 0.290
C 11.0981 17.6747 16.8874 -0.511 -0.425 -0.177
H 13.6320 18.0642 14.7291 0.160 0.135 -0.200
H 14.4248 19.6308 16.5315 0.074 -0.037 -0.136
H 12.9589 19.8622 18.6171 0.372 0.060 -0.059
H 11.0067 18.5696 18.8602 -0.591 0.157 -0.162
H 10.2069 17.0729 16.9871 -0.156 0.031 -0.023
F 16.6866 19.7717 24.8313 -0.727 -0.001 -0.569
C 15.6190 19.3827 24.0741 -0.662 -0.805 -0.318
C 14.7447 18.4179 24.6077 -0.083 1.028 -0.599
C 13.6714 17.9644 23.8200 0.614 1.289 -0.873
C 13.5580 18.4454 22.4907 0.177 0.345 0.310
C 14.4451 19.4032 21.9683 -0.689 -0.767 0.867
C 15.4397 19.8955 22.7759 1.583 -0.357 1.154
H 14.8369 18.1640 25.6534 0.107 -0.266 -0.009
H 12.9008 17.3650 24.2819 0.064 -0.296 -0.214
H 12.7569 18.1929 21.8118 -0.279 -0.502 0.319
H 14.3191 19.7734 20.9616 0.005 -0.023 -0.047
H 16.2205 20.5424 22.4041 -0.130 0.339 -0.062
F 12.2842 21.6306 20.3057 0.278 0.030 -0.383
C 11.2155 21.2419 21.0198 -0.684 0.218 -0.520
C 11.3552 21.1266 22.3724 -0.022 0.353 0.967
C 10.2259 20.8186 23.0962 -1.050 -0.425 0.275
C 8.9919 20.6023 22.4784 0.236 -0.496 0.746
C 8.8946 20.5871 21.1153 0.698 0.946 -0.877
C 10.0101 21.0102 20.3721 0.056 -0.905 -0.057
H 12.2702 21.3801 22.8870 0.218 -0.214 -0.199
H 10.2321 20.6558 24.1638 0.393 0.354 0.153
H 8.1267 20.3770 23.0843 -0.024 -0.122 0.081
H 7.9757 20.3082 20.6210 -0.058 0.137 -0.080
H 9.9910 21.0189 19.2923 -0.040 0.184 -0.105
F 6.3422 14.7994 19.0961 0.284 0.382 0.420
C 6.9855 15.4837 20.0891 0.599 -0.014 -0.473
C 6.7973 15.1269 21.3948 -0.366 -1.139 -0.142
C 7.5062 15.7662 22.3757 -0.301 0.632 0.131
C 8.3407 16.8322 22.0627 -0.035 -0.211 0.655
C 8.5511 17.2071 20.7394 -0.213 -0.800 0.973
C 7.9074 16.4619 19.7615 -0.122 0.567 -0.915
H 6.2089 14.2617 21.6625 -0.355 0.070 -0.177
H 7.2645 15.4542 23.3810 0.493 0.178 0.255
H 8.8222 17.3092 22.9036 0.219 0.370 -0.184
H 9.2275 18.0272 20.5491 -0.015 -0.084 -0.390
H 8.1098 16.6696 18.7212 -0.149 0.006 -0.175
F 15.8672 25.7541 15.1539 0.163 -0.535 0.319
C 16.3574 24.5010 15.3277 0.042 -1.033 0.157
C 15.8687 23.6680 16.3395 -0.099 0.036 -0.190
C 16.3864 22.3698 16.5087 0.493 1.150 -1.150
C 17.3563 21.9271 15.5942 0.427 0.016 0.123
C 17.8211 22.7219 14.5417 -0.810 1.524 1.118
C 17.3372 24.0477 14.4653 0.249 -0.431 -0.328
H 15.0758 24.0603 16.9590 0.001 -0.064 0.238
H 16.0927 21.7573 17.3483 -0.115 -0.011 -0.031
H 17.8911 21.0062 15.7741 -0.288 -0.362 -0.034
H 18.6268 22.4353 13.8821 -0.084 -0.271 0.032
H 17.7353 24.7550 13.7528 0.001 -0.065 -0.235
F 6.4755 19.7376 12.6101 0.840 0.365 -0.124
C 7.8415 19.7681 12.5821 1.059 -0.824 0.298
C 8.5131 18.7204 11.9090 -0.735 1.058 1.242
C 9.8865 18.6183 12.1241 -0.367 -0.396 -0.964
C 10.5711 19.5733 12.8219 0.939 0.419 0.581
C 9.9256 20.6450 13.3917 -0.401 0.589 0.311
C 8.5571 20.7196 13.3437 -2.060 -0.946 -0.845
H 7.9056 17.9868 11.3999 0.212 -0.118 -0.198
H 10.4693 17.8221 11.6850 -0.211 -0.315 -0.055
H 11.6285 19.4668 13.0140 0.186 -0.049 -0.281
H 10.4140 21.4635 13.8995 0.457 -0.262 0.189
H 7.9693 21.4112 13.9289 0.137 0.359 -0.116
F 17.4323 16.0610 9.7802 0.099 0.166 -0.141
C 16.2482 16.1042 10.3952 -1.199 -0.808 1.734
C 15.7962 14.9878 11.1191 0.761 0.654 -1.013
C 14.5756 15.0519 11.7799 0.507 -0.590 0.298
C 13.8032 16.1879 11.7895 0.522 0.326 -0.455
C 14.2349 17.2803 11.0170 -1.204 -1.102 1.899
C 15.4777 17.2446 10.4433 0.030 1.289 -1.687
H 16.4802 14.1520 11.1223 -0.313 -0.414 0.183
H 14.2145 14.2157 12.3603 0.230 -0.290 0.002
H 12.9790 16.1693 12.4872 -0.552 0.383 -0.443
H 13.5665 18.1278 10.9815 0.376 0.408 -0.185
H 15.7257 18.1537 9.9157 0.612 -0.080 -0.236
C 12.7935 13.9027 15.7440 -1.346 0.977 0.164
O 12.5000 12.5937 15.3409 0.642 0.165 -0.071
C 13.6031 11.7364 15.4746 0.165 -0.921 0.082
C 14.6407 11.7834 14.3479 -0.425 0.616 -0.547
O 14.0945 11.5519 13.0602 -0.360 -1.232 -0.090
C 13.5947 10.2310 12.9078 -1.156 -0.249 -2.851
C 13.2335 9.9488 11.3632 0.965 0.544 1.339
O 14.3933 10.0681 10.5583 -0.356 0.213 -1.119
C 14.1271 9.6102 9.2289 0.690 -1.067 -0.136
H 13.3756 14.5119 15.0524 0.422 -0.303 -0.211
H 13.1891 13.9915 16.7558 0.450 -0.406 0.080
H 11.8269 14.4027 15.8052 -0.068 0.075 -0.100
H 13.1630 10.7440 15.5729 0.095 -0.216 -0.347
H 14.0979 11.8719 16.4363 0.272 0.377 0.156
H 15.4627 11.0845 14.5024 0.049 -0.153 0.422
H 15.0653 12.7771 14.2053 0.126 0.156 0.558
H 12.6382 10.0821 13.4089 -0.089 0.165 0.360
H 14.2507 9.4117 13.2018 0.584 0.341 0.302
H 12.4558 10.6215 11.0018 -0.124 0.246 0.158
H 12.8717 8.9274 11.2451 -0.267 -0.229 0.415
H 15.0420 9.5173 8.6437 0.386 0.369 0.470
H 13.4472 10.1263 8.5511 -0.386 0.871 0.703
H 13.7584 8.5847 9.2506 -0.249 -0.265 0.275
```
Forces are in eV/Å.

Output
multiplicity: 1
LUMO level: 0.23 eV
charge: 0
molecular weight: 1141.8 g mol⁻¹
HOMO-LUMO gap: 0.325 Ha
HOMO: -0.31687 Ha
SMILES string: COCCOCCOC.ClC(Cl)Cl.ClC(Cl)Cl.Fc1ccccc1.Fc1ccccc1.Fc1ccccc1.Fc1ccccc1.Fc1ccccc1.Fc1ccccc1.Fc1ccccc1.Fc1ccccc1

***

Record 2
Formula: C56H57N3NiP3
Source: the OMol25 dataset
Level of theory: wB97M-V/def2-TZVPD

```
120
Properties=species:S:1:pos:R:3:forces:R:3
Ni -0.2828 0.3728 0.0366 0.796 1.245 0.700
C 2.8277 -0.4167 1.5434 -0.282 0.226 0.404
N 2.5592 0.2394 2.8173 0.059 0.185 -0.169
C 1.2753 0.8819 3.0578 0.198 -0.357 -0.281
P -0.2126 0.0357 2.3309 -0.159 0.298 -0.465
C -0.1125 -1.6941 2.8957 0.109 -0.173 -0.059
C -1.1828 -2.5386 2.5982 0.075 -0.102 0.026
C -1.1706 -3.8760 2.9686 -0.003 0.083 -0.016
C -0.0734 -4.3944 3.6451 -0.065 -0.022 -0.034
C 0.9930 -3.5667 3.9584 0.021 0.227 -0.027
C 0.9797 -2.2221 3.5901 -0.088 -0.078 0.143
C -1.4934 0.8039 3.3899 0.048 -0.067 0.131
C -2.2845 0.0648 4.2674 -0.082 -0.006 0.004
C -3.2071 0.6992 5.0953 0.085 -0.074 -0.061
C -3.3292 2.0787 5.0736 0.015 0.062 -0.023
C -2.5262 2.8272 4.2203 0.043 -0.053 -0.057
C -1.6204 2.1942 3.3795 -0.040 0.031 0.079
C 3.6292 0.5362 3.6891 -0.199 -0.013 -0.150
C 3.5930 1.6557 4.5267 0.119 0.036 0.065
C 4.6543 1.9208 5.3882 -0.121 0.010 -0.053
C 5.7683 1.0945 5.4261 -0.031 -0.036 -0.071
C 5.8061 -0.0153 4.5905 -0.052 -0.018 -0.035
C 4.7485 -0.3008 3.7349 0.113 -0.012 0.097
P 2.0503 0.4183 0.1027 -0.296 -0.924 -0.172
C 2.8562 -0.5783 -1.2131 0.052 0.022 0.029
C 2.4078 -1.8931 -1.3847 -0.081 -0.039 -0.080
C 3.0101 -2.7307 -2.3154 0.033 0.056 0.029
C 4.0721 -2.2649 -3.0884 -0.068 -0.068 0.050
C 4.5235 -0.9642 -2.9232 -0.071 0.163 0.079
C 3.9141 -0.1201 -1.9935 0.161 -0.081 -0.026
C 2.8344 2.0384 0.0809 -0.114 0.242 -0.170
C 2.2573 3.0502 -0.6950 0.120 0.110 0.102
C 2.8554 4.3039 -0.7566 -0.030 -0.108 0.045
C 4.0140 4.5563 -0.0291 -0.007 0.005 -0.009
C 4.5779 3.5592 0.7572 -0.032 -0.041 0.001
C 3.9934 2.2988 0.8111 0.095 0.114 -0.033
H 2.4508 -1.4438 1.5040 -0.015 -0.130 0.103
H 3.8936 -0.4728 1.3613 0.216 0.038 0.078
H 1.2123 1.9030 2.6649 0.105 0.168 -0.036
H 1.1052 0.9458 4.1273 -0.001 -0.084 0.220
H -2.0500 -2.1509 2.0914 0.015 0.009 -0.008
H -2.0202 -4.5062 2.7265 0.055 0.068 0.012
H -0.0559 -5.4390 3.9343 0.006 0.064 -0.015
H 1.8429 -3.9614 4.5007 -0.003 0.029 -0.014
H 1.8160 -1.5896 3.8584 -0.043 -0.081 -0.006
H -2.1852 -1.0110 4.3184 -0.007 0.006 0.007
H -3.8195 0.1090 5.7677 0.053 0.024 -0.058
H -4.0431 2.5722 5.7244 0.071 -0.031 -0.067
H -2.6115 3.9072 4.2045 0.018 -0.046 -0.013
H -1.0094 2.7903 2.7134 -0.023 -0.014 0.025
H 2.7531 2.3407 4.4977 0.085 -0.071 0.008
H 4.6059 2.7960 6.0285 0.000 -0.088 -0.068
H 6.5928 1.3091 6.0961 -0.078 -0.022 -0.060
H 6.6607 -0.6831 4.6122 -0.069 0.055 -0.002
H 4.7857 -1.1974 3.1261 0.007 0.060 0.046
H 1.5724 -2.2623 -0.7911 0.064 0.048 -0.030
H 2.6546 -3.7484 -2.4332 0.024 0.068 0.008
H 4.5507 -2.9201 -3.8104 -0.079 0.081 0.094
H 5.3555 -0.5986 -3.5181 -0.105 -0.024 0.080
H 4.2843 0.8910 -1.8664 -0.034 -0.005 -0.011
H 1.3381 2.8535 -1.2369 0.024 -0.024 0.005
H 2.4106 5.0871 -1.3606 0.035 -0.065 0.042
H 4.4758 5.5370 -0.0703 -0.044 -0.084 0.004
H 5.4745 3.7600 1.3336 -0.078 -0.021 -0.052
H 4.4477 1.5329 1.4300 -0.007 0.131 -0.081
C -2.4166 -2.1813 -4.9868 0.021 -0.144 0.151
C -1.2536 -2.3941 -4.2551 -0.185 -0.042 0.145
C -1.2132 -2.0659 -2.9007 -0.099 -0.175 -0.120
C -2.3310 -1.5339 -2.2617 -0.192 0.001 -0.106
C -3.4959 -1.3311 -3.0071 -0.057 -0.097 -0.117
C -3.5406 -1.6477 -4.3620 0.013 -0.024 0.150
P -2.2260 -1.1516 -0.4664 -0.157 -0.806 -0.200
C -3.4787 -2.3298 0.1877 -0.100 -0.046 -0.123
C -4.2950 -1.9747 1.2640 -0.090 -0.090 0.034
C -5.1777 -2.8962 1.8209 0.097 0.041 -0.092
C -5.2536 -4.1861 1.3101 0.045 0.015 -0.036
C -4.4392 -4.5509 0.2429 0.031 0.058 -0.008
C -3.5570 -3.6312 -0.3140 -0.045 -0.044 0.072
C -2.9700 0.4610 -0.1944 -0.295 0.325 0.061
C -4.3128 0.8407 -0.3158 0.065 0.140 -0.079
C -4.6597 2.1665 -0.0953 0.229 0.001 0.067
C -3.6639 3.0857 0.2548 -0.140 -0.124 -0.049
C -2.3373 2.6890 0.3872 0.155 0.202 -0.052
C -1.9619 1.3640 0.1735 -0.350 -0.616 -0.211
H -2.4528 -2.4385 -6.0402 0.007 0.013 0.076
H -0.3776 -2.8156 -4.7360 -0.033 0.008 0.027
H -0.2987 -2.2196 -2.3345 -0.064 -0.004 -0.016
H -4.3839 -0.9284 -2.5241 0.129 -0.059 -0.067
H -4.4544 -1.4888 -4.9282 0.113 -0.016 0.085
H -4.2420 -0.9710 1.6757 -0.014 -0.070 -0.012
H -5.8100 -2.6008 2.6501 0.033 -0.009 -0.035
H -5.9467 -4.9022 1.7381 0.066 0.058 -0.039
H -4.4928 -5.5550 -0.1633 -0.002 0.068 0.030
H -2.9313 -3.9326 -1.1501 -0.066 0.047 0.078
H -5.0823 0.1167 -0.5775 0.130 0.071 0.063
H -5.6926 2.4852 -0.1857 0.096 -0.013 0.015
H -3.9365 4.1227 0.4327 0.047 -0.106 -0.027
H -1.5947 3.4403 0.6467 -0.065 -0.056 -0.037
C -0.8715 1.9656 -6.3004 0.048 0.104 -0.044
C -1.1837 0.7389 -5.4507 0.327 0.125 0.054
N -0.3312 0.5962 -4.2536 -0.070 0.146 -0.150
C 1.0062 0.0437 -4.4826 -0.155 0.154 -0.088
C 2.0567 1.1408 -4.6117 0.047 0.076 0.102
C -0.7480 0.9980 -3.0339 0.283 -0.208 0.199
C -2.0162 1.8047 -3.0167 0.089 -0.076 0.052
N -0.0761 0.6908 -1.9362 -0.628 0.416 -0.392
H -1.6285 2.0879 -7.0815 0.095 -0.049 0.102
H 0.1001 1.8720 -6.7934 -0.127 0.020 0.052
H -0.8543 2.8789 -5.6975 -0.019 -0.098 -0.070
H -1.0309 -0.1643 -6.0397 -0.008 0.002 -0.021
H -2.2249 0.7167 -5.1510 -0.024 0.042 0.042
H 0.9448 -0.5281 -5.4053 0.048 -0.069 -0.077
H 1.2700 -0.6795 -3.7091 0.031 0.007 0.039
H 1.8581 1.7693 -5.4802 -0.005 -0.019 0.074
H 3.0516 0.7125 -4.7232 -0.005 -0.039 0.002
H 2.0619 1.7804 -3.7241 0.020 -0.058 -0.033
H -2.8861 1.1441 -3.0191 0.086 0.065 0.024
H -2.0786 2.4553 -3.8895 0.055 -0.057 0.139
H -2.0581 2.4053 -2.1251 -0.016 0.146 0.292
H 0.7248 0.1212 -2.1721 0.088 -0.037 -0.126
```
Forces are in eV/Å.

Output
multiplicity: 1
LUMO level (alpha / beta): -2.03 / -2.17 eV
charge: +1
molecular weight: 923.7 g mol⁻¹
HOMO-LUMO gap (alpha / beta): 0.286 / 0.281 Ha
HOMO (alpha / beta): -0.36111 / -0.36090 Ha
relative energy (zero: lowest compared OMol25 entry of this formula, charge and spin): 11.09 kcal per mole